# 1
Density functional theory data (wB97M-V/def2-TZVPD) for a molecular structure, C5H4EuLiO6 in a non-equilibrium geometry.

As for the expectation value of S²: 15.76.

Geometry as ORCA input:
```
! wB97M-V def2-TZVPD RIJCOSX def2/J DEFGRID3
* xyz 3 8
O 5.479 6.113 2.124
C 4.692 5.363 1.773
O 3.858 4.643 1.381
O 0.808 0.962 0.651
Eu 2.036 3.273 0.475
O -2.080 -4.159 -1.370
C -2.016 -2.936 -1.115
O -3.008 -2.225 -0.826
O -0.787 -2.373 -1.190
C -0.715 -0.969 -1.061
C -0.853 -0.730 0.721
C 0.433 -0.161 0.369
Li -3.984 -3.957 -0.903
H -1.560 -0.442 -1.523
H 0.009 -0.700 -1.844
H -0.757 -1.708 1.209
H -1.554 0.007 1.129
*
```



# 2
Density functional theory data (wB97M-V/def2-TZVPD) for a molecular structure, C5H4F13Mg2N2O9S4 in a non-equilibrium geometry.

Geometry as ORCA input:
```
! wB97M-V def2-TZVPD RIJCOSX def2/J DEFGRID3
* xyz 1 1
Mg -0.745 -0.322 -0.011
Mg 1.045 -0.120 -3.148
C 1.625 2.892 0.211
F 2.378 1.813 0.124
F 1.242 3.074 1.454
F 2.273 3.958 -0.215
S 0.121 2.652 -0.937
O -0.426 3.899 -1.290
O 0.789 1.890 -2.001
N -0.905 1.587 -0.005
S -1.798 2.620 0.903
O -2.223 1.864 2.039
O -1.218 3.879 1.209
C -3.338 2.893 -0.113
F -3.022 2.967 -1.414
F -4.148 1.841 0.017
F -3.960 3.973 0.282
C 0.763 -3.657 0.623
F 0.122 -3.328 -0.533
F -0.148 -4.134 1.443
F 1.722 -4.518 0.386
S 1.451 -2.053 1.314
O 2.210 -2.331 2.463
O 2.083 -1.427 0.188
N 0.064 -1.121 1.564
S -0.577 -1.300 3.058
O -1.932 -0.879 2.868
O -0.408 -2.522 3.748
C 0.236 0.040 4.096
F 1.337 -0.465 4.643
F 0.520 1.084 3.328
F -0.590 0.354 5.069
F 0.221 -0.683 -1.590
C 0.937 -2.360 -5.333
O 0.777 -1.924 -3.950
H 0.563 -1.587 -6.002
H 1.956 -2.635 -5.587
H 0.279 -3.209 -5.515
H 0.726 -2.706 -3.384
*
```



# 3
Density functional theory data (wB97M-V/def2-TZVPD) for 2 unconnected molecules or ions with the total composition C5H4F4O2 in a non-equilibrium geometry.

The value obtained for the relative energy (zero: lowest compared OMol25 entry of this formula, charge and spin) is 29.4 kJ/mol. As for the SMILES: O=CC(F)(F)F.CC(F)=C=O.

Geometry as ORCA input:
```
! wB97M-V def2-TZVPD RIJCOSX def2/J DEFGRID3
* xyz 0 1
O 2.104 -0.015 1.033
C 2.988 -0.743 0.661
C 4.244 -0.214 -0.082
F 5.044 0.211 0.978
F 5.066 -1.167 -0.624
F 4.059 0.697 -0.974
H 2.915 -1.911 0.805
C -1.225 0.588 -0.330
C 0.251 1.111 -0.474
F 0.742 0.505 -1.604
C 0.819 2.167 -0.018
O 1.229 3.113 0.518
H -1.119 -0.412 -0.589
H -1.966 1.137 -0.892
H -1.464 0.773 0.674
*
```



# 4
Density functional theory data (wB97M-V/def2-TZVPD) for a gas-phase ion, C5H4F5N2O2S (charge +1) in a non-equilibrium geometry.

The value obtained for the relative energy (zero: lowest compared OMol25 entry of this formula, charge and spin) is 0.0 kJ/mol.

Geometry as ORCA input:
```
! wB97M-V def2-TZVPD RIJCOSX def2/J DEFGRID3
* xyz 1 1
C 1.612 0.682 -0.595
C 0.098 -0.515 0.707
C -0.719 0.770 0.625
C -1.241 -1.675 -0.370
C -2.104 0.469 -0.130
N 1.348 -0.459 0.047
N 2.728 1.015 -1.110
O -2.353 -0.861 -0.148
O 0.282 -0.957 2.000
F -0.975 1.364 1.836
F -0.852 -1.772 -1.663
F -1.355 -2.803 0.179
F -1.989 0.925 -1.373
F -3.156 1.087 0.387
S 0.273 1.844 -0.467
H 2.105 -1.120 0.192
H 3.667 0.585 -1.166
H 2.989 1.935 -1.490
H -0.358 -0.515 2.538
*
```



# 5
Density functional theory data (wB97M-V/def2-TZVPD) for a gas-phase ion, C5H4F6N3O (charge +1) in a non-equilibrium geometry.

The value obtained for the relative energy (zero: lowest compared OMol25 entry of this formula, charge and spin) is 0.0 kJ/mol. As for the SMILES: O=C1NC=[NH+]C(C(F)(F)F)(C(F)(F)F)N1.

Geometry as ORCA input:
```
! wB97M-V def2-TZVPD RIJCOSX def2/J DEFGRID3
* xyz 1 1
O 2.009 0.103 -2.486
C 1.474 0.066 -1.433
N 2.245 0.044 -0.214
C 1.758 -0.045 0.998
N 0.491 -0.082 1.264
C -0.625 -0.007 -0.046
C -1.464 -1.313 0.112
F -2.571 -1.259 -0.598
F -0.719 -2.330 -0.316
F -1.759 -1.536 1.386
C -1.422 1.315 0.205
F -2.298 1.178 1.181
F -0.556 2.272 0.548
F -2.036 1.684 -0.903
N 0.121 0.023 -1.244
H 3.250 0.092 -0.377
H 2.439 -0.092 1.848
H 0.078 -0.129 2.188
H -0.414 0.015 -2.113
*
```



# 6
Density functional theory data (wB97M-V/def2-TZVPD) for a molecular structure, C5H4IN3S in a non-equilibrium geometry.

The value obtained for the relative energy (zero: lowest compared OMol25 entry of this formula, charge and spin) is 0.0 kJ/mol.

Geometry as ORCA input:
```
! wB97M-V def2-TZVPD RIJCOSX def2/J DEFGRID3
* xyz 0 1
C 0.199 -2.423 0.371
C -1.493 -1.102 -0.057
C -1.115 -2.441 0.138
C -2.908 -0.962 -0.126
C -0.161 1.046 -0.032
N 0.653 -1.151 0.215
N -3.573 -2.082 -0.148
N -0.368 -0.366 0.038
S -2.635 -3.382 -0.081
I -3.863 0.886 -0.019
H 0.917 -3.205 0.346
H -0.920 1.535 -0.678
H -0.190 1.511 0.904
H 0.875 1.171 -0.385
*
```



# 7
Density functional theory data (wB97M-V/def2-TZVPD) for a molecular structure, C5H4InO2 in a non-equilibrium geometry.

As for the expectation value of S²: 0.77. The value obtained for the relative energy (zero: lowest compared OMol25 entry of this formula, charge and spin) is 3.3 kJ/mol.

Geometry as ORCA input:
```
! wB97M-V def2-TZVPD RIJCOSX def2/J DEFGRID3
* xyz 0 2
C 1.571 0.658 -0.029
In -0.575 -1.464 -1.444
O 1.209 0.628 -1.323
C -0.137 0.581 -1.857
H -0.853 1.216 -1.299
H -0.044 0.956 -2.889
O 1.552 -0.354 2.112
C 0.853 -0.026 0.928
C -0.498 -0.444 0.955
C -1.629 -0.930 0.959
H 1.236 0.259 2.786
H -2.686 -1.080 1.101
*
```



# 8
Density functional theory data (wB97M-V/def2-TZVPD) for a gas-phase ion, C5H4N (charge +1) in a non-equilibrium geometry.

The value obtained for the relative energy (zero: lowest compared OMol25 entry of this formula, charge and spin) is 464.1 kJ/mol.

Geometry as ORCA input:
```
! wB97M-V def2-TZVPD RIJCOSX def2/J DEFGRID3
* xyz 1 1
C -0.767 -0.037 -1.875
C -1.018 0.514 -0.843
C 0.473 -1.145 -0.095
C -0.220 -1.054 -1.175
C 0.339 0.204 0.870
N -0.442 1.041 0.120
H 0.989 -2.052 0.373
H -0.371 -0.200 1.632
H 1.357 0.748 1.057
H -0.340 1.980 -0.064
*
```



# 9
Density functional theory data (wB97M-V/def2-TZVPD) for a molecular structure, C5H4N2.

The value obtained for the relative energy (zero: lowest compared OMol25 entry of this formula, charge and spin) is 644.2 kJ/mol.

Geometry as ORCA input:
```
! wB97M-V def2-TZVPD RIJCOSX def2/J DEFGRID3
* xyz 0 1
C -1.559 2.713 -0.323
C -1.060 1.603 0.008
C -0.492 0.319 0.206
C 0.913 0.155 0.356
C 1.124 -1.229 0.047
N 0.002 -1.842 -0.232
N -0.961 -0.886 -0.158
H 0.346 1.246 -0.484
H 1.545 0.811 0.941
H 2.049 -1.788 0.077
H -1.907 -1.103 -0.438
*
```



Number 1: total energy -37036.5029 eV. Number 2: total energy -116210.0312 eV. Number 3: total energy -20211.6567 eV. Number 4: total energy -36739.4266 eV. Number 5: total energy -28066.4026 eV. Number 6: total energy -28654.4764 eV. Number 7: total energy -14510.5395 eV. Number 8: total energy -6723.5294 eV. Number 9: total energy -8222.8164 eV.